Entry 1:
Computed, not measured: a cluster of 7 separate species, C45H73F18N4O24P2S2 in total, with wB97M-V/def2-TZVPD.

```
168
C45H73F18N4O24P2S2 (wB97M-V/def2-TZVPD)
C -2.540 -4.795 3.529
C -1.299 -5.814 3.262
O -0.086 -5.041 3.012
C 0.013 -4.818 1.572
C 0.640 -3.395 1.200
O -0.267 -2.681 0.333
C 0.531 -1.818 -0.547
C -0.540 -0.758 -1.169
P -0.886 -1.561 -2.835
O -1.532 -2.942 -2.581
O -1.873 -0.703 -3.910
O 0.549 -1.882 -3.750
C -0.056 0.731 -1.563
O -1.082 1.659 -1.101
P -2.181 1.010 0.123
C -3.399 0.697 -1.341
C -4.040 -0.761 -1.420
C -5.634 -0.579 -1.745
C -6.566 -0.695 -0.455
N -7.986 -0.918 -0.945
C -8.461 -2.137 -0.273
C -9.347 -1.940 1.044
O -8.109 -3.238 -0.751
C -3.426 0.467 1.514
C -2.973 -0.859 2.288
S -4.084 -1.217 3.774
C -3.779 0.197 4.940
N -3.020 1.379 4.734
N -3.080 2.185 5.830
C -3.889 1.462 6.748
O -4.341 0.202 6.265
C -3.016 2.749 0.432
C -2.557 3.901 -0.578
O -3.060 3.780 -1.925
C -3.240 5.283 -0.009
N -4.705 5.174 0.229
C -1.019 1.551 1.517
S 0.480 0.549 1.880
O 1.705 0.927 1.043
O 0.896 0.922 3.311
O -1.521 -0.608 -0.149
H -3.323 -4.838 2.691
H -3.022 -4.987 4.556
H -2.125 -3.720 3.512
H -1.171 -6.469 4.196
H -1.544 -6.538 2.407
H 0.608 -5.649 1.055
H -1.061 -4.841 1.161
H 0.823 -2.834 2.184
H 1.662 -3.560 0.717
H 0.982 -2.524 -1.317
H 1.396 -1.320 0.000
H -1.856 -1.223 -4.749
H 0.724 -2.848 -3.665
H -0.188 0.861 -2.709
H 1.034 1.038 -1.436
H -4.284 1.439 -1.303
H -2.820 1.024 -2.279
H -3.666 -1.438 -2.248
H -4.009 -1.368 -0.453
H -5.835 0.378 -2.355
H -5.943 -1.441 -2.450
H -6.224 -1.452 0.321
H -6.579 0.354 0.030
H -8.596 -0.146 -0.644
H -10.049 -1.056 0.878
H -9.926 -2.876 1.323
H -8.632 -1.672 1.889
H -4.473 0.232 1.083
H -3.644 1.323 2.253
H -1.917 -0.836 2.708
H -3.069 -1.780 1.625
H -4.127 1.912 7.770
H -2.739 3.173 1.474
H -4.163 2.645 0.494
H -1.430 4.143 -0.524
H -2.473 4.244 -2.561
H -2.649 5.731 0.859
H -3.114 6.032 -0.883
H -4.803 4.857 1.215
H -5.134 4.409 -0.314
H -1.507 1.706 2.552
H -0.629 2.603 1.241
H 0.253 -0.820 1.942
C -0.293 -2.476 8.262
C 0.483 -3.153 7.149
O 0.892 -4.475 7.541
C -0.049 -5.432 7.452
O -1.176 -5.241 7.080
C 0.528 -6.788 7.848
F 1.254 -6.728 8.983
F 1.346 -7.281 6.896
F -0.423 -7.716 8.054
H 0.288 -2.474 9.188
H -0.535 -1.447 7.991
H -1.225 -3.006 8.472
H 1.396 -2.590 6.945
H -0.090 -3.186 6.218
C 3.648 -0.930 -3.183
C 3.946 -1.407 -4.590
O 5.344 -1.710 -4.744
C 5.742 -2.904 -4.268
O 5.015 -3.699 -3.734
C 7.229 -3.116 -4.537
F 7.973 -2.034 -4.220
F 7.472 -3.376 -5.838
F 7.742 -4.145 -3.842
H 4.288 -0.084 -2.920
H 2.604 -0.629 -3.091
H 3.845 -1.716 -2.449
H 3.717 -0.610 -5.301
H 3.331 -2.269 -4.864
C -2.459 -5.090 -6.478
C -1.026 -4.962 -6.953
O -0.974 -4.439 -8.292
C -1.121 -3.107 -8.408
O -1.291 -2.363 -7.479
C -1.000 -2.679 -9.867
F -1.721 -3.462 -10.695
F 0.276 -2.736 -10.301
F -1.419 -1.420 -10.075
H -3.044 -5.690 -7.180
H -2.498 -5.558 -5.493
H -2.944 -4.114 -6.414
H -0.561 -5.950 -6.984
H -0.428 -4.346 -6.275
C 10.528 -0.260 -5.103
C 9.463 0.813 -4.983
O 9.994 2.101 -5.339
C 10.087 2.356 -6.658
O 9.765 1.586 -7.523
C 10.618 3.768 -6.892
F 11.688 4.050 -6.121
F 9.687 4.705 -6.613
F 11.000 3.974 -8.163
H 11.408 0.005 -4.512
H 10.146 -1.222 -4.759
H 10.862 -0.371 -6.137
H 9.133 0.885 -3.945
H 8.582 0.577 -5.586
C 8.700 3.987 -3.381
C 8.165 5.399 -3.513
O 7.001 5.586 -2.693
C 7.232 5.809 -1.385
O 8.327 5.853 -0.888
C 5.919 6.036 -0.641
F 4.981 5.125 -0.965
F 5.392 7.246 -0.918
F 6.064 5.976 0.693
H 7.915 3.258 -3.602
H 9.534 3.826 -4.061
H 9.041 3.788 -2.363
H 7.854 5.577 -4.545
H 8.929 6.145 -3.275
C -4.005 7.467 7.384
C -5.292 6.729 7.697
O -5.017 5.424 8.230
C -4.686 5.376 9.533
O -4.608 6.338 10.250
C -4.467 3.932 9.973
F -3.701 3.239 9.103
F -5.629 3.256 10.079
F -3.863 3.836 11.168
H -3.375 6.871 6.719
H -4.216 8.426 6.908
H -3.425 7.652 8.290
H -5.861 6.579 6.777
H -5.929 7.299 8.380
```

Its spin multiplicity is 1. For the HOMO energy, the calculation gives -5.64 eV. As for the orbital gap: 7.23 eV. The total charge is -1. The total energy comes out at -7059.81247 hartree. Its strongest force on any atom is 0.147 hartree/bohr.

Entry 2:
Computed, not measured: a cluster of 15 separate species, C45H74F12N4O29 in total, with wB97M-V/def2-TZVPD.

```
164
C45H74F12N4O29 (wB97M-V/def2-TZVPD)
C 3.593 -0.964 -3.316
C 3.918 -1.337 -1.800
O 4.758 -0.293 -1.244
C 5.186 -0.378 0.066
O 4.904 -1.268 0.903
C 5.884 0.951 0.497
F 7.176 0.848 0.687
F 5.680 1.984 -0.382
F 5.370 1.275 1.698
H 3.120 0.015 -3.396
H 2.932 -1.689 -3.790
H 4.553 -0.972 -3.831
H 4.618 -2.173 -1.831
H 2.977 -1.481 -1.269
C -0.960 -3.269 4.521
C -1.313 -4.656 3.939
O -0.496 -5.012 2.777
C 0.643 -5.762 2.937
O 1.219 -5.751 4.043
C 1.212 -6.375 1.678
F 1.783 -7.517 1.935
F 0.280 -6.550 0.733
F 2.079 -5.548 1.160
H -1.587 -2.847 5.306
H -1.064 -2.602 3.665
H 0.105 -3.187 4.738
H -2.346 -4.736 3.601
H -1.320 -5.501 4.628
C -4.606 -3.390 1.299
C -4.229 -1.851 1.424
O -4.696 -1.334 2.663
C -5.990 -1.051 2.862
O -6.892 -1.280 2.068
C -6.264 -0.247 4.132
F -5.156 0.156 4.739
F -6.999 0.831 3.854
F -6.956 -0.966 4.976
H -5.662 -3.657 1.343
H -4.167 -3.867 2.175
H -4.250 -3.775 0.343
H -4.715 -1.326 0.602
H -3.154 -1.683 1.363
C -1.900 0.297 -1.566
C -0.602 0.571 -0.877
O -0.102 -0.543 -0.193
C 0.893 -0.402 0.815
O 1.483 0.632 1.038
C 1.201 -1.753 1.536
F 1.107 -1.558 2.833
F 0.316 -2.714 1.177
F 2.383 -2.169 1.203
H -2.332 1.150 -2.089
H -2.689 -0.026 -0.888
H -1.798 -0.493 -2.310
H -0.818 1.298 -0.094
H 0.185 1.021 -1.481
C 2.348 3.201 2.827
O 3.217 4.335 2.962
C 3.636 5.115 1.922
O 3.476 4.965 0.736
O 4.227 6.240 2.400
C 4.470 7.364 1.558
H 2.004 2.924 3.823
H 2.833 2.334 2.379
H 1.475 3.512 2.252
H 3.664 7.383 0.824
H 5.433 7.349 1.048
H 4.429 8.264 2.171
C 5.412 -4.185 0.665
O 5.045 -5.506 0.314
C 4.631 -5.785 -0.922
O 4.650 -4.995 -1.865
O 4.311 -7.070 -0.882
C 4.064 -7.724 -2.096
H 4.520 -3.558 0.651
H 6.071 -3.719 -0.067
H 6.000 -4.081 1.576
H 4.209 -7.186 -3.033
H 3.028 -8.062 -2.090
H 4.667 -8.627 -2.195
C 4.475 -1.444 4.356
O 5.237 -0.296 4.563
C 4.649 0.807 5.076
O 3.486 0.916 5.437
O 5.498 1.840 4.990
C 5.032 3.152 5.347
H 3.503 -1.185 3.937
H 4.445 -1.861 5.362
H 4.984 -2.137 3.685
H 5.783 3.909 5.122
H 4.850 3.255 6.417
H 4.041 3.346 4.936
C -2.826 3.788 -0.619
O -1.462 4.154 -0.403
C -0.848 5.166 -0.998
O -1.366 5.925 -1.747
O 0.481 5.109 -0.691
C 1.250 6.253 -0.858
H -3.005 2.818 -0.154
H -3.011 3.638 -1.682
H -3.489 4.554 -0.218
H 0.851 7.039 -1.499
H 2.208 6.026 -1.324
H 1.487 6.688 0.113
C 0.434 0.682 5.623
O -0.639 0.499 4.645
C -1.103 1.445 3.859
O -0.741 2.599 3.931
O -1.958 0.886 2.994
C -2.383 1.707 1.955
H 1.265 0.063 5.284
H 0.172 0.425 6.650
H 0.845 1.689 5.560
H -3.190 2.360 2.287
H -2.699 0.969 1.218
H -1.598 2.317 1.507
C -5.251 -0.739 -3.540
O -6.297 -0.574 -2.560
C -6.283 0.547 -1.780
O -5.505 1.513 -1.807
O -7.275 0.421 -0.948
C -7.736 1.465 -0.115
H -5.413 -0.074 -4.388
H -5.403 -1.757 -3.900
H -4.240 -0.560 -3.174
H -8.810 1.322 0.000
H -7.524 2.485 -0.433
H -7.445 1.416 0.935
C -4.496 -2.144 -6.736
O -3.100 -2.213 -6.335
C -2.435 -1.119 -5.841
O -2.833 0.045 -5.911
O -1.198 -1.453 -5.360
C -0.154 -0.499 -5.149
H -4.767 -3.155 -7.041
H -4.800 -1.529 -7.584
H -5.108 -1.762 -5.920
H 0.751 -1.021 -4.840
H -0.469 0.118 -4.307
H 0.032 0.187 -5.976
C -4.009 2.820 -4.456
C -5.058 2.365 -5.356
N -5.871 1.980 -6.046
H -3.617 1.985 -3.875
H -4.295 3.666 -3.831
H -3.145 3.115 -5.052
C 2.716 2.242 -1.500
C 3.606 3.211 -2.105
N 4.277 3.981 -2.617
H 3.266 1.600 -0.811
H 2.163 1.677 -2.250
H 2.004 2.859 -0.952
C -1.051 -4.504 -1.965
C -2.197 -3.655 -2.338
N -3.118 -3.023 -2.718
H -1.194 -5.584 -1.986
H -0.764 -4.224 -0.952
H -0.180 -4.388 -2.611
C 0.830 4.751 -4.682
C -0.010 3.605 -4.255
N -0.694 2.754 -3.890
H 1.079 4.679 -5.741
H 1.707 4.792 -4.036
H 0.346 5.708 -4.485
```

Its spin multiplicity is 2. For the HOMO energy (alpha / beta), the calculation gives -12.06 / -12.06 eV. As for the orbital gap (alpha / beta): 8.60 / 2.00 eV. The total charge is +1. The total energy comes out at -5358.02715 hartree. Its strongest force on any atom is 0.121 hartree/bohr.

Entry 3:
Computed, not measured: a cluster of 20 separate species, C45H74N19OS in total, with wB97M-V/def2-TZVPD.

```
140
C45H74N19OS (wB97M-V/def2-TZVPD)
C 1.455 -0.064 4.579
C 1.606 0.288 3.069
O 0.417 0.884 2.525
C -0.339 -0.006 1.701
C -1.398 -0.874 2.451
C -2.182 -0.149 3.559
C -3.259 0.836 3.052
C -2.713 2.151 2.467
S -1.740 3.144 3.658
H 0.527 0.356 5.000
H 1.405 -1.159 4.671
H 2.285 0.346 5.173
H 2.397 1.060 3.003
H 1.982 -0.580 2.509
H 0.318 -0.706 1.153
H -0.830 0.594 0.912
H -0.846 -1.697 2.943
H -2.086 -1.352 1.732
H -2.716 -0.921 4.140
H -1.518 0.343 4.290
H -3.893 1.110 3.918
H -3.939 0.337 2.344
H -2.081 2.023 1.577
H -3.574 2.757 2.142
H -1.825 2.511 4.864
H -0.440 3.138 3.235
C -0.600 1.945 -1.894
C -1.517 0.798 -1.851
N -2.235 -0.101 -1.816
H -0.216 2.077 -2.904
H -1.119 2.853 -1.586
H 0.237 1.764 -1.218
C -1.417 -5.094 4.282
C -1.770 -3.925 5.113
N -2.044 -3.017 5.762
H -0.338 -5.142 4.144
H -1.755 -6.006 4.771
H -1.898 -5.011 3.308
C -5.277 -3.457 3.341
C -4.864 -4.681 2.634
N -4.533 -5.637 2.091
H -4.887 -2.582 2.822
H -6.362 -3.395 3.377
H -4.889 -3.471 4.359
C -2.758 6.292 -0.781
C -2.918 4.829 -0.859
N -3.074 3.690 -0.920
H -3.388 6.774 -1.528
H -3.051 6.639 0.209
H -1.721 6.558 -0.965
C -4.686 -2.131 8.633
C -5.552 -2.477 7.495
N -6.225 -2.747 6.605
H -3.872 -1.493 8.293
H -5.265 -1.604 9.389
H -4.270 -3.038 9.067
C -1.174 -0.436 -5.068
C -0.610 -1.609 -5.755
N -0.172 -2.522 -6.299
H -2.200 -0.274 -5.395
H -1.163 -0.593 -3.993
H -0.581 0.448 -5.304
C 2.054 -3.404 0.127
C 1.671 -3.362 1.557
N 1.349 -3.329 2.659
H 1.258 -3.863 -0.456
H 2.228 -2.395 -0.244
H 2.964 -3.988 0.009
C 1.980 4.563 -0.672
C 0.902 5.153 -1.474
N 0.052 5.614 -2.091
H 1.616 3.666 -0.173
H 2.813 4.292 -1.318
H 2.325 5.275 0.076
C 5.150 -0.041 1.406
C 4.444 0.882 0.500
N 3.908 1.596 -0.223
H 5.108 -1.053 1.010
H 6.191 0.262 1.505
H 4.681 -0.029 2.390
C 2.450 -3.581 -5.787
C 2.160 -3.539 -4.345
N 1.913 -3.506 -3.224
H 1.613 -4.033 -6.316
H 2.603 -2.571 -6.160
H 3.349 -4.170 -5.965
C -2.542 -0.932 -9.067
C -2.950 0.272 -8.322
N -3.278 1.217 -7.755
H -1.456 -0.965 -9.146
H -2.886 -1.825 -8.548
H -2.974 -0.909 -10.066
C -9.479 -4.160 3.948
C -10.550 -3.470 3.210
N -11.383 -2.932 2.633
H -9.872 -5.062 4.414
H -8.678 -4.433 3.263
H -9.081 -3.504 4.722
C 2.739 4.426 -4.916
C 1.760 3.324 -4.918
N 1.009 2.456 -4.919
H 3.117 4.585 -5.925
H 2.266 5.339 -4.564
H 3.564 4.176 -4.263
C 7.169 3.723 2.369
C 7.603 2.503 1.668
N 7.941 1.548 1.126
H 7.534 4.601 1.840
H 6.081 3.755 2.411
H 7.566 3.725 3.383
C 6.213 -5.238 -0.077
C 5.848 -4.075 0.748
N 5.569 -3.167 1.393
H 7.291 -5.258 -0.228
H 5.905 -6.155 0.423
H 5.717 -5.174 -1.044
C -4.194 -3.566 -1.203
C -3.698 -4.718 -1.974
N -3.312 -5.615 -2.575
H -5.229 -3.358 -1.471
H -4.142 -3.780 -0.137
H -3.589 -2.685 -1.422
C -3.085 4.305 -9.684
C -3.723 5.162 -10.698
N -4.220 5.830 -11.488
H -3.095 3.269 -10.015
H -2.054 4.621 -9.530
H -3.625 4.381 -8.742
C 7.731 -0.504 4.780
C 6.765 0.432 5.380
N 6.012 1.162 5.849
H 7.203 -1.222 4.155
H 8.443 0.046 4.166
H 8.274 -1.039 5.557
C 6.379 5.082 -2.362
C 5.324 5.752 -3.141
N 4.504 6.275 -3.753
H 5.977 4.189 -1.884
H 7.197 4.795 -3.021
H 6.758 5.759 -1.598
```

Its spin multiplicity is 1. For the HOMO energy, the calculation gives -12.48 eV. As for the orbital gap: 9.21 eV. The total charge is +1. The total energy comes out at -3272.41834 hartree. Its strongest force on any atom is 0.034 hartree/bohr.